*one*
Molecular formula: C2H10N4
Method: DFT, ωB97M-V with the def2-TZVPD basis set

Results
Orbital gap = 0.32846 Eh
SMILES = CN(N)CNN

```
! RIJCOSX wB97M-V def2-TZVPD def2/J DEFGRID3
* xyz 0 1
C -0.64 1.27 -0.79
N 0.66 -0.14 0.87
N 0.81 0.25 2.24
H 1.32 0.02 0.11
H 0.48 1.21 2.37
H 1.79 0.25 2.51
H -1.52 1.56 -0.22
H -0.79 1.52 -1.84
H 0.25 1.83 -0.51
N 0.25 -0.92 -1.79
C -0.55 -0.87 0.46
N -0.82 -0.46 -0.90
H -0.17 -1.16 -2.69
H 0.70 -1.80 -1.51
H -0.38 -1.95 0.55
H -1.39 -0.59 1.11
*
```

*two*
Molecular formula: C2H10N4
Method: DFT, ωB97M-V with the def2-TZVPD basis set

Results
Orbital gap = 0.33697 Eh

```
! RIJCOSX wB97M-V def2-TZVPD def2/J DEFGRID3
* xyz 0 1
C -1.65 0.55 0.89
C -0.90 -0.29 -0.11
N -1.33 -1.42 -0.49
H -0.75 -1.93 -1.16
H -0.82 0.95 -1.56
H -1.74 0.01 1.83
H -2.65 0.75 0.48
H -1.17 1.52 1.08
N 0.67 0.08 -0.24
N 1.42 -0.93 -0.88
N 1.25 0.71 0.88
H 0.09 0.86 -1.34
H 1.75 -1.61 -0.18
H 1.55 0.01 1.56
H 2.22 -0.50 -1.34
H 2.07 1.25 0.57
*
```

*three*
Molecular formula: C2H10N4
Method: DFT, ωB97M-V with the def2-TZVPD basis set

Results
Orbital gap = 0.34194 Eh
SMILES = CN(N)CNN

```
! RIJCOSX wB97M-V def2-TZVPD def2/J DEFGRID3
* xyz 0 1
C -0.24 -0.63 -0.52
C -1.64 0.79 1.08
N -0.68 -0.30 0.96
N 0.98 0.09 -0.78
N 0.40 -0.11 1.89
N 1.38 -0.51 -2.19
H 0.73 1.08 -0.91
H 1.04 -0.90 1.83
H 0.97 0.70 1.62
H 2.15 0.06 -2.57
H 1.81 -1.42 -2.02
H -1.06 -0.36 -1.19
H -0.09 -1.71 -0.53
H -2.49 0.63 0.40
H -2.05 0.83 2.09
H -1.20 1.77 0.85
*
```

*four*
Molecular formula: C2H10N4
Method: DFT, ωB97M-V with the def2-TZVPD basis set

Results
Orbital gap = 0.36792 Eh
SMILES = [H]/N=C/N.NCN

```
! RIJCOSX wB97M-V def2-TZVPD def2/J DEFGRID3
* xyz 0 1
N -0.98 -1.28 1.13
C -1.79 -0.12 0.68
N -1.02 1.08 0.69
H -1.54 -2.00 1.58
H -0.40 -0.93 1.89
H -2.11 -0.31 -0.35
H -2.70 0.02 1.25
H -1.05 1.71 1.47
H -0.45 1.36 -0.08
N 1.89 -0.69 -0.42
C 1.84 0.20 -1.47
N 0.78 0.50 -2.10
H 2.66 -0.45 0.20
H 1.03 -0.81 0.12
H 2.83 0.60 -1.73
H 1.02 1.13 -2.86
*
```

*four* comes first in stability; the runner-up is 0.0972 hartree higher.

*one*
Molecular formula: C2H10N4
Method: DFT, ωB97M-V with the def2-TZVPD basis set

Results
Orbital gap = 0.36350 Eh
SMILES = [H]/N=C/N.NCN

```
! RIJCOSX wB97M-V def2-TZVPD def2/J DEFGRID3
* xyz 0 1
N 0.03 -2.03 -0.30
C -1.23 -1.45 -0.76
N -2.27 -1.51 0.22
H 0.30 -1.51 0.53
H -0.16 -2.97 0.01
H -1.50 -1.97 -1.69
H -1.01 -0.42 -1.10
H -3.07 -0.93 0.01
H -2.00 -1.24 1.16
N 0.29 2.21 0.55
C 1.28 1.60 -0.20
N 2.40 1.50 0.42
H -0.66 1.85 0.55
H 0.54 2.36 1.52
H 0.78 1.15 -1.06
H 3.22 1.73 -0.12
*
```

*two*
Molecular formula: C2H10N4
Method: DFT, ωB97M-V with the def2-TZVPD basis set

Results
Orbital gap = 0.34955 Eh
SMILES = [H]/N=C/N.NCN

```
! RIJCOSX wB97M-V def2-TZVPD def2/J DEFGRID3
* xyz 0 1
N 1.98 0.84 -1.18
C 1.95 -0.58 -1.04
N 3.30 -1.18 -0.96
H 1.29 1.41 -0.88
H 2.73 1.11 -1.81
H 1.33 -0.84 -0.12
H 1.18 -1.16 -1.75
H 3.81 -1.11 -1.87
H 3.97 -0.64 -0.25
N -2.14 0.74 1.69
C -3.43 0.46 1.09
N -4.11 -0.43 1.75
H -1.35 0.97 1.01
H -2.01 0.64 2.72
H -3.47 0.54 -0.01
H -5.03 -0.77 1.60
*
```

*three*
Molecular formula: C2H10N4
Method: DFT, ωB97M-V with the def2-TZVPD basis set

Results
Orbital gap = 0.36646 Eh
SMILES = [H]/N=C/N.NCN

```
! RIJCOSX wB97M-V def2-TZVPD def2/J DEFGRID3
* xyz 0 1
N -0.58 3.18 -1.86
C -1.71 2.23 -1.97
N -1.54 0.82 -1.46
H 0.21 2.90 -2.39
H -0.26 3.09 -0.84
H -2.52 2.72 -1.31
H -2.06 2.18 -3.06
H -1.00 0.29 -2.23
H -0.83 0.83 -0.73
N 1.14 -3.19 3.10
C 1.32 -2.33 1.98
N 2.37 -1.63 1.95
H 1.98 -3.72 3.43
H 0.26 -3.75 3.24
H 0.54 -2.33 1.21
H 2.69 -1.30 0.98
*
```

*three* comes first in stability; the runner-up is 0.0026 hartree higher.

*one*
Molecular formula: C6H13N
Method: DFT, ωB97M-V with the def2-TZVPD basis set

Results
Orbital gap = 0.30353 Eh

```
! RIJCOSX wB97M-V def2-TZVPD def2/J DEFGRID3
* xyz 0 1
C -0.30 -0.23 -0.43
C 0.53 0.66 0.28
C 2.09 -0.59 0.42
C -0.95 -1.42 0.21
N 2.95 -0.50 -0.70
C -1.74 1.29 -0.55
C -2.63 1.47 0.42
H -0.06 -0.36 -1.48
H 2.65 -1.06 -1.50
H 3.13 0.45 -1.01
H 0.96 1.49 -0.27
H 0.27 0.87 1.32
H 1.83 -1.62 0.64
H 2.54 -0.16 1.31
H -1.80 1.88 -1.47
H -0.41 -2.34 -0.03
H -0.99 -1.32 1.30
H -1.97 -1.54 -0.16
H -3.48 2.15 0.35
H -2.60 0.88 1.34
*
```

*two*
Molecular formula: C6H13N
Method: DFT, ωB97M-V with the def2-TZVPD basis set

Results
Orbital gap (alpha / beta) = 0.25996 / 0.27821 Eh

```
! RIJCOSX wB97M-V def2-TZVPD def2/J DEFGRID3
* xyz 0 1
C -0.73 0.24 0.23
C -1.52 0.73 -0.90
C 0.38 -0.67 -0.13
C -0.10 1.48 0.78
C 1.49 0.02 1.39
C 0.24 -2.17 -0.04
N -1.05 1.40 -2.02
H -1.39 -0.22 0.98
H -2.58 0.51 -0.94
H 0.97 -0.34 -0.99
H -1.57 1.30 -2.88
H -0.05 1.44 -2.17
H 0.54 2.07 0.13
H -0.60 2.06 1.55
H -0.08 -2.64 -0.97
H -0.47 -2.45 0.75
H 1.21 -2.61 0.23
H 2.29 -0.64 1.04
H 2.01 0.94 1.69
H 1.01 -0.44 2.25
*
```

*one* comes first in stability; the runner-up is 0.0500 hartree higher.

*one*
Molecular formula: C6H13N
Method: DFT, ωB97M-V with the def2-TZVPD basis set

Results
Orbital gap = 0.34009 Eh
SMILES = C=CC[C@@H](C)NC

```
! RIJCOSX wB97M-V def2-TZVPD def2/J DEFGRID3
* xyz 0 1
C 0.41 -2.81 -0.55
N 0.55 -1.30 -0.25
C -0.50 -0.27 -0.18
C 0.20 1.20 -0.29
C 0.92 1.61 0.96
C 0.36 2.38 1.90
C -1.69 -0.31 -1.26
H 1.36 -3.28 -1.03
H -0.40 -3.07 -1.25
H 0.21 -3.23 0.48
H 1.29 -0.67 -0.20
H -1.01 -0.41 0.77
H -0.49 2.03 -0.42
H 0.90 1.17 -1.26
H 1.94 1.19 1.25
H 0.59 2.24 2.88
H -0.30 3.31 1.74
H -1.46 -0.03 -2.27
H -2.10 -1.23 -1.35
H -2.60 0.23 -1.01
*
```

*two*
Molecular formula: C6H13N
Method: DFT, ωB97M-V with the def2-TZVPD basis set

Results
Orbital gap = 0.32160 Eh
SMILES = C=C(CCC)NC

```
! RIJCOSX wB97M-V def2-TZVPD def2/J DEFGRID3
* xyz 0 1
C 0.29 -1.87 -2.51
C -0.28 -1.09 -1.30
C 0.83 -0.30 -0.60
C 0.31 0.69 0.40
C 0.29 2.01 0.16
C -1.09 0.75 2.49
N -0.23 0.10 1.52
H 1.05 -2.59 -2.19
H -0.52 -2.36 -3.03
H 0.78 -1.20 -3.22
H -1.06 -0.46 -1.72
H -0.70 -1.83 -0.63
H 1.38 0.30 -1.34
H 1.56 -1.03 -0.22
H -0.05 2.74 0.87
H 0.65 2.32 -0.82
H -2.15 0.69 2.20
H -0.85 1.80 2.58
H -0.94 0.30 3.46
H -0.22 -0.90 1.60
*
```

*three*
Molecular formula: C6H13N
Method: DFT, ωB97M-V with the def2-TZVPD basis set

Results
Orbital gap = 0.36343 Eh
SMILES = C=CCCCNC

```
! RIJCOSX wB97M-V def2-TZVPD def2/J DEFGRID3
* xyz 0 1
C -0.25 -0.19 -0.37
C -1.23 -0.53 0.84
C -2.68 -0.34 0.50
C -3.28 0.83 0.53
C 1.20 -0.46 -0.01
N 2.25 0.59 -0.16
C 3.30 0.11 -1.04
H -0.75 -0.85 -1.25
H -0.38 0.76 -0.71
H -0.80 0.07 1.76
H -1.23 -1.56 1.08
H -3.31 -1.25 0.32
H -4.34 0.92 0.25
H -2.87 1.78 0.78
H 1.59 -1.37 -0.41
H 1.16 -0.59 1.11
H 1.94 1.50 -0.61
H 3.46 0.63 -1.96
H 4.21 0.13 -0.44
H 3.20 -0.84 -1.46
*
```

*two* comes first in stability; the runner-up is 0.0698 hartree higher.

*one*
Molecular formula: C6H13N
Method: DFT, ωB97M-V with the def2-TZVPD basis set

Results
Orbital gap = 0.31377 Eh

```
! RIJCOSX wB97M-V def2-TZVPD def2/J DEFGRID3
* xyz 0 1
C -1.32 1.74 0.22
C -0.67 0.38 0.43
N -1.06 -0.60 -0.51
C -1.29 -1.93 0.03
C 0.68 0.18 -0.15
C 1.59 -0.95 0.24
C 1.36 1.21 -0.95
H -2.34 1.72 0.61
H -0.76 2.52 0.74
H -1.38 1.97 -0.85
H -0.71 0.07 1.48
H -0.51 -2.63 -0.30
H -1.34 -1.98 1.13
H -2.24 -2.34 -0.36
H 2.67 -0.71 0.32
H 1.28 -1.39 1.18
H 1.49 -1.69 -0.55
H 0.86 2.13 -1.27
H 2.14 0.90 -1.68
H 1.55 1.39 0.23
*
```

*two*
Molecular formula: C6H13N
Method: DFT, ωB97M-V with the def2-TZVPD basis set

Results
Orbital gap = 0.33162 Eh
SMILES = CCC(=CN)CC

```
! RIJCOSX wB97M-V def2-TZVPD def2/J DEFGRID3
* xyz 0 1
C -0.05 -2.33 0.75
C -0.16 -0.84 1.07
C -0.27 0.12 -0.10
C 0.44 0.07 -1.23
N 1.38 -0.92 -1.64
C -1.11 1.38 0.09
C -0.41 2.53 0.79
H -0.17 -2.90 1.66
H 0.87 -2.55 0.21
H -0.83 -2.59 0.04
H 0.74 -0.49 1.62
H -0.99 -0.61 1.74
H 0.65 1.02 -1.73
H 1.96 -0.60 -2.39
H 1.97 -1.23 -0.88
H -2.01 1.05 0.63
H -1.51 1.59 -0.91
H -0.53 2.45 1.88
H 0.65 2.54 0.57
H -0.92 3.47 0.55
*
```

*two* comes first in stability; the runner-up is 0.1024 hartree higher.

*one*
Molecular formula: C6H13N
Method: DFT, ωB97M-V with the def2-TZVPD basis set

Results
Orbital gap = 0.32075 Eh
SMILES = CC(C)=CN.C=C

```
! RIJCOSX wB97M-V def2-TZVPD def2/J DEFGRID3
* xyz 0 1
C 0.77 0.56 -1.64
C 1.03 1.54 0.70
C 0.64 0.36 -0.15
N 0.77 -2.08 -0.37
C 0.68 -0.90 0.39
H 1.14 -2.87 0.13
H 1.23 -1.97 -1.26
H 0.98 -1.00 1.43
H 1.76 0.24 -2.00
H 0.03 -0.03 -2.18
H 1.04 1.29 1.76
H 2.02 1.93 0.42
H 0.31 2.35 0.56
H 0.66 1.61 -1.90
C -2.24 -0.78 0.95
C -2.33 0.39 0.38
H -1.31 0.69 -0.14
H -2.94 -1.24 1.62
H -1.18 -1.25 0.80
H -3.07 1.16 0.52
*
```

*two*
Molecular formula: C6H13N
Method: DFT, ωB97M-V with the def2-TZVPD basis set

Results
Orbital gap = 0.36372 Eh
SMILES = C[C@H]1N(C)C1(C)C

```
! RIJCOSX wB97M-V def2-TZVPD def2/J DEFGRID3
* xyz 0 1
C 0.52 -1.48 1.89
C -0.02 -0.30 1.07
N 0.96 0.29 0.16
C 1.13 1.72 0.12
C -0.30 -0.14 -0.42
C -1.30 0.99 -1.02
C -0.28 -1.32 -1.40
H 1.06 -1.10 2.77
H -0.26 -2.15 2.28
H 1.24 -2.08 1.33
H -0.64 0.37 1.67
H 1.80 1.96 -0.71
H 0.16 2.16 -0.09
H 1.53 2.12 1.05
H -2.28 0.54 -1.08
H -1.51 2.00 -0.62
H -0.97 1.22 -2.05
H 0.51 -2.06 -1.21
H -0.13 -0.94 -2.41
H -1.24 -1.83 -1.36
*
```

*three*
Molecular formula: C6H13N
Method: DFT, ωB97M-V with the def2-TZVPD basis set

Results
Orbital gap = 0.29549 Eh

```
! RIJCOSX wB97M-V def2-TZVPD def2/J DEFGRID3
* xyz 0 1
C 0.21 0.14 0.18
C -1.01 0.36 0.90
C 0.59 1.63 1.66
C 0.96 1.46 0.21
C 1.03 -1.10 0.46
C -1.00 -1.43 -1.95
N -0.95 -0.26 -1.10
H -1.24 0.59 -1.59
H -1.46 -0.44 1.48
H -1.64 1.23 0.73
H 0.51 2.21 -0.45
H 0.06 2.53 1.95
H 1.25 1.23 2.41
H 2.02 1.36 -0.02
H 1.68 -1.31 -0.38
H 0.39 -1.96 0.64
H 1.64 -0.96 1.35
H -0.22 -1.42 -2.72
H -0.84 -2.33 -1.34
H -1.98 -1.55 -2.43
*
```

*four*
Molecular formula: C6H13N
Method: DFT, ωB97M-V with the def2-TZVPD basis set

Results
Orbital gap = 0.37806 Eh
SMILES = C=CCC[C@@H](C)N

```
! RIJCOSX wB97M-V def2-TZVPD def2/J DEFGRID3
* xyz 0 1
C 1.40 2.00 0.82
C 0.92 0.81 0.05
C -0.02 0.00 0.99
C -0.71 -1.26 0.20
C -2.74 -1.48 -1.34
C -1.55 -0.90 -1.06
N 2.08 -0.09 -0.31
H 0.54 2.53 1.10
H 2.20 2.70 0.38
H 1.85 1.73 1.79
H 0.37 1.06 -0.84
H -0.73 0.57 1.50
H 0.58 -0.45 1.68
H -0.06 -2.10 -0.03
H -1.48 -1.56 0.99
H -3.47 -0.99 -2.04
H -2.88 -2.44 -0.85
H -1.23 0.03 -1.57
H 3.01 0.44 -0.37
H 1.91 -0.61 -1.09
*
```

*two* comes first in stability; the runner-up is 0.0073 hartree higher.